{"formula": "Cl2Hg5O16S2", "method": "ωB97M-V with the def2-TZVPD basis set", "e_homo_ev": -18.41, "energy_ha": -3684.46640, "charge": 4, "fmax_ev_per_a": 4.989, "multiplicity": 1, "gap_ev": 1.596, "elements": ["Hg", "Hg", "Hg", "Hg", "Hg", "S", "O", "O", "O", "O", "S", "O", "O", "O", "O", "Cl", "O", "O", "O", "O", "Cl", "O", "O", "O", "O"], "xyz": [[0.301950, 5.159272, 5.011119], [7.867643, 2.525836, 0.693300], [-0.210852, -2.613858, -2.611092], [0.315553, 6.072329, -3.039944], [-0.746522, -1.833077, 3.686805], [-2.299389, -6.384030, -0.574308], [-2.173366, -7.624898, 0.185370], [-3.692296, -5.995565, -0.764382], [-1.807245, -5.112003, 0.094500], [-1.528520, -6.393829, -1.835500], [1.769746, 1.692982, 1.335128], [1.313081, 1.602494, 2.727528], [1.103404, 0.560025, 0.688214], [1.031609, 2.896145, 0.771084], [3.207225, 1.767881, 1.101770], [3.979474, 0.620106, -5.023893], [2.902176, 1.655962, -4.892392], [3.858372, -0.548737, -4.208648], [4.085561, -0.054295, -6.295205], [5.296494, 1.158005, -4.663273], [-4.990424, 2.146962, 3.461994], [-4.109860, 2.413858, 4.620997], [-4.616917, 3.347599, 2.817159], [-4.522307, 1.006324, 2.706202], [-6.334592, 1.934513, 4.007468]], "atomic_forces_ev_per_a": [[0.01, 0.07, 0.11], [0.18, 0.04, 0.04], [0.06, -0.22, -0.21], [-0.01, 0.17, -0.11], [-0.14, -0.04, 0.14], [2.14, -0.53, 0.27], [0.30, 1.76, -0.57], [-0.44, 0.60, -0.45], [-0.91, -1.31, 0.30], [-1.05, -0.41, 0.40], [0.70, 1.99, -0.34], [0.52, -0.31, 0.17], [-0.39, -0.15, -0.28], [0.97, -1.51, 0.00], [-1.81, 0.04, 0.49], [0.31, 4.30, -0.13], [2.93, -3.54, -0.48], [-1.07, -1.18, 1.62], [-0.65, 0.52, -0.62], [-1.64, -0.22, -0.38], [-1.86, -4.40, 1.44], [0.27, -0.21, 0.55], [-0.43, 1.98, -1.23], [-0.68, 1.43, 0.84], [2.70, 1.11, -1.57]], "nbo_charge": [0.6556, 0.8242, 0.7524, 0.7246, 0.6019, 2.4326, -0.6544, -0.5143, -0.5978, -0.6623, 2.4460, -0.6432, -0.5926, -0.5593, -0.7745, 2.3994, -0.6585, -0.4968, -0.4500, -0.5502, 2.4220, -0.4211, -0.4990, -0.6527, -0.5320]}

=====

{"formula": "Cl2N3O9Pt", "method": "ωB97M-V with the def2-TZVPD basis set", "e_homo_ev": [0.89, 0.49], "energy_ha": -1880.72145, "charge": -3, "fmax_ev_per_a": 2.089, "multiplicity": 3, "gap_ev": [6.928, 7.303], "relative_energy_kj_mol": 0.0, "elements": ["Pt", "N", "O", "O", "O", "N", "O", "O", "O", "N", "O", "O", "O", "Cl", "Cl"], "xyz": [[-9.724792, 18.780476, 17.504499], [-9.921541, 15.815773, 19.112162], [-10.980812, 15.226686, 18.819638], [-9.208927, 15.479083, 20.078501], [-9.557478, 16.846635, 18.456488], [-10.487105, 18.743111, 14.116707], [-11.196919, 18.080502, 13.343709], [-9.807201, 19.697597, 13.660757], [-10.440956, 18.556155, 15.354544], [-7.107895, 17.208147, 15.801821], [-5.968165, 16.767303, 16.048715], [-7.551835, 18.262476, 16.375809], [-7.824425, 16.636267, 14.976798], [-8.427897, 20.122943, 19.182825], [-12.001541, 19.814375, 17.864164]], "atomic_forces_ev_per_a": [[0.09, 1.10, -0.23], [-0.50, 1.16, 0.25], [0.75, 0.08, 0.16], [-0.39, -0.40, -0.48], [0.36, -1.40, 0.47], [1.10, 1.77, -0.08], [-0.17, -0.50, 0.58], [-0.22, -0.33, -0.17], [-1.06, -1.05, -0.75], [-0.95, 0.28, -0.05], [0.16, 0.46, 0.26], [0.80, -0.55, 0.22], [-0.03, -0.19, -0.14], [-0.30, -0.26, -0.18], [0.36, -0.17, 0.15]], "nbo_charge": [1.3354, 0.7272, -0.5207, -0.5282, -0.5932, 0.7335, -0.5477, -0.5618, -0.5734, 0.7173, -0.5649, -0.5849, -0.5097, -0.7617, -0.7672]}

=====

{"formula": "Cl2NO2S", "method": "ωB97M-V with the def2-TZVPD basis set", "e_homo_ev": [-2.57, -2.57], "energy_ha": -1523.75795, "charge": -1, "fmax_ev_per_a": 2.783, "multiplicity": 1, "gap_ev": [4.275, 4.276], "relative_energy_kj_mol": 99.5, "elements": ["N", "O", "O", "S", "Cl", "Cl"], "xyz": [[2.041945, -1.063689, 1.367546], [-1.215666, -0.358046, -2.248051], [-2.068636, 1.847256, -1.777547], [-1.650225, 0.561255, -1.210210], [2.022409, -0.949141, 3.183551], [0.870173, -0.037636, 0.684711]], "atomic_forces_ev_per_a": [[1.16, -1.08, 0.48], [-0.32, 0.31, 1.36], [0.36, -1.15, 1.34], [0.00, 0.74, -2.68], [-0.26, 0.20, -0.31], [-0.95, 0.99, -0.19]], "nbo_charge": [-0.7359, -0.8259, -0.8550, 1.6523, -0.1510, -0.0845]}

=====

{"formula": "Cl3Cu3O12", "method": "ωB97M-V with the def2-TZVPD basis set", "e_homo_ev": [-5.06, -5.53], "energy_ha": -7203.89306, "charge": -1, "fmax_ev_per_a": 5.634, "multiplicity": 2, "gap_ev": [2.792, 3.279], "elements": ["Cu", "Cu", "Cu", "Cl", "O", "O", "O", "O", "Cl", "O", "O", "O", "O", "Cl", "O", "O", "O", "O"], "xyz": [[-1.418530, 1.938856, 3.327586], [1.490160, 0.474996, -3.160404], [0.460660, 2.887956, 0.373296], [-3.539180, 3.027926, -0.880144], [-4.603400, 2.651876, -1.755874], [-2.152960, 2.986996, -1.395364], [-3.735570, 4.445606, -0.508564], [-3.588350, 2.182436, 0.367286], [-0.061020, -0.005234, -0.004714], [-0.963910, 0.358266, 1.118236], [0.181600, -1.417184, -0.083734], [-0.676480, 0.462196, -1.218674], [1.214060, 0.575186, 0.153136], [3.461760, -4.076774, 0.740116], [2.694920, -2.975964, 0.372156], [2.870630, -4.919724, 1.833716], [3.632270, -4.927314, -0.466184], [4.733340, -3.670094, 1.188136]], "atomic_forces_ev_per_a": [[0.28, 0.02, -0.88], [-0.83, -0.29, 1.10], [-0.76, -0.94, 0.34], [0.75, 1.82, 4.15], [0.73, -0.63, -0.83], [-0.92, -0.84, -0.61], [-0.12, -1.26, -0.22], [0.12, 1.15, -2.21], [-3.50, -4.06, 1.67], [1.54, -0.08, -1.28], [-0.81, 0.72, 0.12], [0.46, 0.83, -1.56], [2.94, 3.51, 0.33], [0.35, -5.62, 0.09], [-2.13, 2.40, -0.18], [0.14, 1.65, -1.77], [-0.27, 0.62, 1.09], [2.03, 0.99, 0.66]], "nbo_charge": [0.3079, 0.9617, 0.6554, 2.4732, -0.8135, -0.8976, -0.8811, -0.8691, 2.5219, -0.8602, -0.7824, -0.8891, -0.9284, 2.5464, -0.8653, -0.8804, -0.9096, -0.8897]}

=====

{"formula": "Cl3H2N3", "method": "ωB97M-V with the def2-TZVPD basis set", "e_homo_ev": [-8.12, -9.03], "energy_ha": -1545.81993, "fmax_ev_per_a": 3.611, "multiplicity": 1, "gap_ev": [7.372, 9.086], "relative_energy_kj_mol": 193.6, "elements": ["N", "N", "N", "Cl", "Cl", "Cl", "H", "H"], "xyz": [[1.191418, 0.288342, -0.558693], [0.806349, 0.203114, 0.709118], [-1.100812, -1.020089, 0.660291], [0.308029, 1.637454, 1.367538], [-1.113158, -1.719944, -0.920271], [-2.298052, 0.088599, 0.876707], [0.974440, 1.223493, -1.051127], [1.231787, -0.700967, -1.083563]], "atomic_forces_ev_per_a": [[-0.13, 0.10, -1.67], [0.35, -1.86, -0.40], [0.89, -1.08, 0.35], [0.13, 0.92, -0.11], [-0.08, 0.33, 0.03], [-1.15, 0.65, -0.24], [0.30, -2.32, 0.49], [-0.30, 3.25, 1.54]], "nbo_charge": [-0.6006, -0.1833, -0.4415, 0.1612, 0.0817, 0.1715, 0.3816, 0.4293]}

=====

{"formula": "Cl3H2N3", "method": "ωB97M-V with the def2-TZVPD basis set", "e_homo_ev": -10.00, "energy_ha": -1545.87394, "fmax_ev_per_a": 2.082, "multiplicity": 1, "gap_ev": 9.059, "relative_energy_kj_mol": 51.8, "elements": ["N", "N", "N", "Cl", "Cl", "Cl", "H", "H"], "xyz": [[-0.963922, -0.637397, 0.683365], [0.301287, -0.375611, 0.263169], [0.695163, 0.880160, 0.400154], [0.546373, -0.873082, -1.619963], [-0.276323, 1.917671, -0.700927], [2.370475, 0.977008, 0.107245], [-1.664947, -0.198569, 0.123954], [-1.008106, -1.690180, 0.743005]], "atomic_forces_ev_per_a": [[1.09, -1.71, 0.48], [0.59, -1.65, -0.46], [-0.84, 0.75, -0.12], [-0.19, -0.34, 0.57], [0.40, 0.63, 0.37], [0.05, 0.37, -0.14], [-0.70, 0.13, -0.52], [-0.40, 1.81, -0.17]], "nbo_charge": [-0.5908, -0.0262, -0.2262, -0.1766, 0.0513, 0.2079, 0.3669, 0.3937]}

=====

{"formula": "Cl3H5Si3", "method": "ωB97M-V with the def2-TZVPD basis set", "e_homo_ev": [-7.84, -7.76], "energy_ha": -2252.04865, "fmax_ev_per_a": 2.794, "multiplicity": 1, "gap_ev": [6.691, 6.689], "relative_energy_kj_mol": 313.5, "elements": ["Si", "Si", "Si", "Cl", "Cl", "Cl", "H", "H", "H", "H", "H"], "xyz": [[0.784119, 0.845056, -1.535350], [-0.153554, -1.263535, -1.009185], [-0.606974, -0.130248, 2.408319], [-2.036021, -1.757556, -1.806084], [1.182381, 0.476637, 3.074255], [-1.828587, 1.383339, 1.907372], [2.101885, 0.897800, -1.044848], [0.963620, 0.961366, -3.151733], [0.348163, 2.188271, -0.904601], [0.524337, -2.481582, -1.262577], [-1.279369, -1.119548, 3.324432]], "atomic_forces_ev_per_a": [[-0.73, 0.94, -2.22], [-1.60, 1.53, 1.71], [-0.26, -2.02, -1.87], [0.48, 0.47, 0.20], [0.57, 0.32, 0.47], [-0.43, 0.64, 0.13], [1.56, -0.53, 0.57], [-0.42, 0.02, 1.88], [-0.48, -1.16, -0.54], [1.03, -0.78, -0.17], [0.29, 0.58, -0.15]], "nbo_charge": [0.3378, 0.5490, 0.8908, -0.3946, -0.3572, -0.3620, -0.1442, -0.1142, -0.0893, -0.1653, -0.1508]}

=====

{"formula": "Cl3H5Si3", "method": "ωB97M-V with the def2-TZVPD basis set", "e_homo_ev": -9.96, "energy_ha": -2252.14847, "fmax_ev_per_a": 2.350, "multiplicity": 1, "gap_ev": 9.583, "relative_energy_kj_mol": 51.4, "elements": ["Si", "Si", "Si", "Cl", "Cl", "Cl", "H", "H", "H", "H", "H"], "xyz": [[-2.109566, -0.076639, 0.206974], [0.111271, -0.895782, -0.249960], [1.616996, 0.832996, 0.062764], [2.421828, 1.228465, 1.952452], [3.210355, 0.352478, -1.111647], [0.530146, -2.623167, 0.917005], [-2.728464, -0.160003, -1.122179], [-1.872918, 1.466812, 0.306481], [-2.955496, -0.783100, 1.139849], [0.583522, -1.437451, -1.601880], [1.192323, 2.095394, -0.499862]], "atomic_forces_ev_per_a": [[1.19, 1.34, -1.51], [-0.05, -1.36, 0.31], [0.97, 0.14, 0.72], [-0.57, -0.23, -0.48], [0.45, -0.25, -0.31], [-0.12, 0.77, -0.16], [-0.26, -0.14, -0.17], [-0.32, -1.28, 0.47], [-0.09, -0.08, 0.64], [-0.74, 0.61, 0.51], [-0.47, 0.48, -0.02]], "nbo_charge": [0.4087, 0.4238, 0.8578, -0.3592, -0.3672, -0.3788, -0.1304, -0.1077, -0.1009, -0.0854, -0.1606]}